No. 1
{
  "formula": "C4H9ClN2",
  "method": "ωB97M-V with the def2-TZVPD basis set",
  "gap_ev": 8.24,
  "smiles": "C/C(Cl)=N/N(C)C",
  "charge": 0,
  "fmax_ev_per_a": 5.724,
  "relative_energy_kj_mol": 220.4,
  "species": ["C", "C", "Cl", "N", "N", "C", "C", "H", "H", "H", "H", "H", "H", "H", "H", "H"],
  "coordinates": [[-1.71054, -2.12094, -0.02250], [-1.37051, -0.66555, -0.05156], [-2.59663, 0.37379, 0.48267], [-0.04940, -0.43869, -0.31090], [0.72554, 0.63167, -0.17224], [0.25953, 1.98765, 0.06485], [2.10993, 0.23754, -0.11660], [-2.73795, -2.52877, -0.13705], [-0.95860, -2.66810, -0.62526], [-1.48357, -2.23760, 1.03527], [1.12868, 2.47075, 0.47359], [0.15084, 2.58745, -0.96776], [-0.75709, 1.98090, 0.64314], [2.55558, 0.78072, -0.89741], [2.48298, 0.51421, 0.84682], [2.25119, -0.90502, -0.24506]]
}



No. 2
{
  "formula": "C4H16BrN8O4",
  "method": "ωB97M-V with the def2-TZVPD basis set",
  "gap_ev": 9.79,
  "charge": -1,
  "fmax_ev_per_a": 2.406,
  "relative_energy_kj_mol": 42.6,
  "species": ["Br", "C", "O", "N", "N", "H", "H", "H", "H", "C", "O", "N", "N", "H", "H", "H", "H", "C", "O", "N", "N", "H", "H", "H", "H", "C", "O", "N", "N", "H", "H", "H", "H"],
  "coordinates": [[-0.37966, -0.80861, -0.29970], [1.73249, -1.43870, -3.80969], [2.17436, -1.51976, -4.95798], [1.58557, -2.55814, -3.03207], [1.51899, -0.30561, -3.12372], [2.03460, -3.41546, -3.29734], [0.97863, -2.61220, -2.23034], [2.09013, 0.49237, -3.33835], [0.89067, -0.27931, -2.33260], [1.46741, 2.99454, -0.04128], [1.94384, 4.12933, -0.12357], [1.96956, 1.99893, 0.73657], [0.48853, 2.55556, -0.87220], [1.43141, 1.14613, 0.70774], [2.75546, 2.14741, 1.33733], [0.07420, 3.17370, -1.54354], [0.26065, 1.57535, -0.91079], [-3.86341, 1.33839, 0.50309], [-4.89925, 1.99518, 0.62245], [-3.79998, -0.00718, 0.47806], [-2.66664, 2.01153, 0.47844], [-4.71023, -0.41497, 0.60436], [-3.02262, -0.51502, 0.08727], [-2.67667, 3.00798, 0.55632], [-1.81815, 1.46759, 0.46867], [0.64933, -2.14258, 3.40387], [1.00804, -2.39363, 4.56119], [0.12117, -0.95570, 3.06308], [0.92617, -2.98037, 2.35180], [0.18491, -0.21366, 3.73260], [-0.19198, -0.86988, 2.10193], [1.12668, -3.90708, 2.68324], [0.61582, -2.69612, 1.43513]]
}